w.
ORCA calculation (ωB97M-V/def2-TZVPD) on an isolated ion of composition C3H5N2O2 and charge +1.

Geometry as XYZ:
```
12
Properties=species:S:1:pos:R:3:lowdin_charge:R:1
C -1.6248 0.5768 0.1703 -0.241
C -0.3589 -1.2259 0.1965 -0.199
C 1.6005 0.1590 -0.4344 -0.175
N 0.6679 -0.5209 0.0810 0.188
N -2.6041 0.9805 -0.4709 0.339
O -1.5177 -0.8222 0.4636 0.121
O 2.7368 0.5324 0.0357 0.150
H -0.8678 1.1438 0.5590 0.103
H -0.2648 -2.3181 -0.1004 0.205
H 1.5474 0.2793 -1.5057 0.175
H -3.1365 0.2466 -0.7823 0.101
H 3.0802 0.2577 0.9905 0.234
```

## Properties
HOMO-LUMO gap (spin up / spin down): 6.46 / 8.19 eV
spin multiplicity: 3
E_HOMO (spin up / spin down): -10.51 / -16.25 eV
expectation value of S²: 2.01
total charge: +1
lowest unoccupied orbital energy (spin up / spin down): -0.14888 / -0.29603 Ha


x.
ORCA calculation (ωB97M-V/def2-TZVPD) on an isolated ion of composition C3H5N2O2 and charge +1.

Geometry as XYZ:
```
12
Properties=species:S:1:pos:R:3:lowdin_charge:R:1
C 2.3760 -0.6755 0.2118 -0.234
C 4.7009 0.1437 0.0153 -0.272
C 0.2632 0.6738 0.3900 0.011
N 3.4826 0.0863 0.1183 0.162
N -1.0331 0.1089 -0.0161 0.209
O 5.8084 0.2287 -0.1866 0.252
O 1.1488 -0.3454 0.1723 0.007
H 2.4591 -1.7931 -0.0296 0.166
H 0.3198 1.5322 -0.2009 0.127
H -1.4946 -0.7349 0.3640 0.198
H -1.0796 0.1039 -1.0749 0.210
H -1.5145 0.9171 0.3588 0.162
```

## Properties
HOMO-LUMO gap (spin up / spin down): 6.28 / 8.15 eV
spin multiplicity: 3
E_HOMO (spin up / spin down): -10.40 / -14.64 eV
expectation value of S²: 2.01
total charge: +1
lowest unoccupied orbital energy (spin up / spin down): -0.15161 / -0.23841 Ha


On energetic grounds, x is preferred over the next structure by 42.1 kcal/mol.


w.
ORCA calculation (ωB97M-V/def2-TZVPD) on a 9-piece molecular cluster, BH20O8 overall.

Geometry as XYZ:
```
29
Properties=species:S:1:pos:R:3:lowdin_charge:R:1
B 0.2128 -0.2167 0.4388 -0.439
H 0.5003 -0.7514 -0.4531 -0.117
H -0.0059 0.8187 0.2280 -0.118
H -0.6464 -0.7367 0.8332 -0.117
H 1.0361 -0.2134 1.1363 -0.114
O 1.7698 -3.9723 2.3900 -0.061
H 1.1782 -4.4576 1.8150 0.025
H 1.6725 -3.0594 2.1190 0.026
O 1.5503 2.5482 3.9988 -0.057
H 0.8501 3.1783 3.8286 0.029
H 1.3349 1.7954 3.4482 0.028
O 3.5758 2.9717 0.6020 -0.059
H 2.8908 2.3853 0.2807 0.027
H 3.4250 3.0224 1.5459 0.016
O 2.6952 0.0411 -3.1249 -0.063
H 1.9936 -0.2933 -3.6837 0.017
H 2.4546 -0.2416 -2.2426 0.021
O -2.9269 2.7597 -1.0929 -0.061
H -2.7855 2.5592 -2.0182 0.019
H -2.1349 2.4470 -0.6558 0.024
O -1.1222 -0.4128 -5.0756 -0.052
H -0.9294 0.5166 -5.1995 0.028
H -1.8892 -0.4245 -4.5030 0.026
O -2.0742 -3.7661 -1.7561 -0.057
H -2.8071 -3.4188 -2.2644 0.021
H -1.6882 -2.9977 -1.3357 0.029
O -2.5553 0.0960 3.9172 -0.061
H -3.4815 -0.0223 3.7064 0.021
H -2.0932 -0.1551 3.1174 0.020
```

## Properties
HOMO-LUMO gap: 8.33 eV
spin multiplicity: 1
E_HOMO: -6.02 eV
total charge: -1
lowest unoccupied orbital energy: 0.08487 Ha


x.
ORCA calculation (ωB97M-V/def2-TZVPD) on a 9-piece molecular cluster, BH20O8 overall.

Geometry as XYZ:
```
29
Properties=species:S:1:pos:R:3:lowdin_charge:R:1
B 0.1688 0.3337 0.0106 -0.334
H 0.1946 -0.2149 1.0619 -0.010
H -0.0292 -0.4305 -0.8775 -0.006
H -0.6914 1.1548 0.0951 -0.001
H 1.2356 0.8297 -0.2034 -0.001
O 1.4217 2.7404 1.7210 -0.076
H 0.6668 2.6044 2.3004 0.025
H 1.3362 2.0366 1.0598 -0.032
O 1.9054 1.2405 -2.6894 -0.073
H 1.2179 0.8858 -3.2604 0.050
H 1.5058 1.2236 -1.8046 -0.022
O 2.6997 -1.2421 -1.4794 -0.085
H 1.9113 -1.0873 -0.9433 -0.034
H 2.7638 -0.4442 -2.0256 -0.001
O 1.4874 -2.2457 1.4800 -0.084
H 0.6478 -2.4405 1.9087 -0.011
H 1.3977 -1.3197 1.2077 -0.026
O -2.1492 -1.2951 -1.7545 -0.088
H -2.2389 -1.9967 -1.1056 0.008
H -1.2918 -0.8781 -1.5337 -0.030
O -1.3983 -2.7605 2.0027 -0.047
H -1.1342 -3.3891 1.3229 0.048
H -1.9910 -2.1509 1.5539 0.031
O -1.8522 0.7264 2.6174 -0.074
H -2.6667 0.2488 2.4449 0.022
H -1.3107 0.5950 1.8222 -0.040
O -1.0274 2.6171 -1.8941 -0.088
H -1.9871 2.6487 -1.8711 0.026
H -0.7922 2.0096 -1.1664 -0.046
```

## Properties
HOMO-LUMO gap: 10.03 eV
spin multiplicity: 1
E_HOMO: -7.45 eV
total charge: -1
lowest unoccupied orbital energy: 0.09504 Ha


On energetic grounds, x is preferred over the next structure by 47.6 kcal/mol.


w.
ORCA calculation (ωB97M-V/def2-TZVPD) on a 9-piece molecular cluster, BH20O8 overall.

Geometry as XYZ:
```
29
Properties=species:S:1:pos:R:3:lowdin_charge:R:1
B -0.3762 -1.4855 0.5112 -0.410
H 0.4608 -2.2565 0.1222 -0.053
H -1.4652 -1.8885 0.1662 -0.052
H -0.3192 -1.4135 1.7682 -0.017
H -0.2362 -0.3915 0.0312 -0.037
O -0.0622 -0.9585 -2.7198 -0.065
H -0.5762 -1.1295 -1.9438 -0.037
H 0.3928 -1.7705 -2.9498 -0.020
O -1.3042 2.2945 0.8952 -0.031
H -1.7482 1.4525 0.8572 0.024
H -1.5982 2.6955 1.7062 0.055
O -3.7012 0.3655 0.0452 -0.006
H -3.4062 0.7105 -0.7468 0.003
H -3.2442 -0.4435 0.0572 -0.012
O 1.7088 -3.0095 -2.4648 -0.051
H 0.8818 -3.1635 -2.0398 0.011
H 2.3918 -2.8255 -1.8128 0.051
O 1.3968 2.1345 0.3472 -0.090
H 1.6868 1.2155 0.3362 0.003
H 0.4648 2.1205 0.6302 -0.023
O -0.2002 2.6675 -1.9058 -0.080
H -0.0812 2.3305 -1.0258 -0.044
H 0.4518 3.3895 -1.9588 0.036
O 0.6938 0.9505 3.1142 -0.044
H 0.6758 0.2365 2.5352 -0.069
H -0.2042 1.0075 3.4632 0.035
O 2.4578 -0.5535 1.1242 -0.042
H 1.7228 -1.1695 1.0132 -0.039
H 3.1358 -1.1115 0.8452 0.004
```

## Properties
HOMO-LUMO gap: 9.45 eV
spin multiplicity: 1
E_HOMO: -6.41 eV
total charge: -1
lowest unoccupied orbital energy: 0.11182 Ha


x.
ORCA calculation (ωB97M-V/def2-TZVPD) on a 9-piece molecular cluster, BH20O8 overall.

Geometry as XYZ:
```
29
Properties=species:S:1:pos:R:3:lowdin_charge:R:1
B -0.0538 0.0062 -0.1229 -0.364
H -1.0654 0.0371 -0.7615 -0.039
H -0.2715 0.1381 1.0750 -0.032
H 0.4061 -1.0144 -0.3099 -0.084
H 0.6542 1.0910 -0.4677 0.005
O 1.1600 -2.7693 -2.5982 -0.166
H 1.9965 -2.2348 -3.1298 0.153
H 0.9831 -2.2804 -1.7792 -0.031
O -1.4301 2.8888 0.2869 -0.058
H -1.6735 3.4188 -0.4897 0.038
H -1.0105 2.1212 -0.0063 -0.094
O 0.7541 0.4690 3.7513 -0.052
H 0.5773 0.4655 2.8214 -0.024
H 0.0442 0.0882 4.2535 0.017
O 2.9504 2.6496 -1.5641 -0.118
H 2.0877 2.1702 -1.4110 0.006
H 2.7572 3.3944 -0.9314 0.053
O -1.3365 0.0450 -3.6047 -0.042
H -0.8638 -0.1845 -2.7915 0.002
H -1.0391 0.8497 -3.9140 -0.021
O -2.9445 -0.8867 2.7697 -0.125
H -2.1771 -1.2922 2.3439 -0.020
H -3.7234 -1.2073 2.1431 0.086
O 3.3355 -0.0798 0.6185 -0.050
H 2.5103 0.3250 0.3638 -0.029
H 3.3267 -0.9679 0.8949 0.004
O -1.9070 -2.6994 1.0939 -0.080
H -2.8002 -2.3484 0.8721 0.052
H -1.2469 -2.1929 0.5938 0.014
```

## Properties
HOMO-LUMO gap: 9.59 eV
spin multiplicity: 1
E_HOMO: -6.75 eV
total charge: -1
lowest unoccupied orbital energy: 0.10460 Ha


y.
ORCA calculation (ωB97M-V/def2-TZVPD) on a 9-piece molecular cluster, BH20O8 overall.

Geometry as XYZ:
```
29
Properties=species:S:1:pos:R:3:lowdin_charge:R:1
B 0.5792 0.2434 0.3459 -0.399
H 0.5032 -0.8676 0.3199 -0.083
H 1.0722 0.5604 1.4619 0.010
H 1.3342 0.6124 -0.5731 -0.015
H -0.5648 0.7604 0.1999 -0.021
O 2.2202 -2.1876 2.1499 0.011
H 2.9152 -1.9746 1.7159 -0.069
H 1.8612 -1.3646 1.7899 0.004
O 2.5872 3.2814 -0.0191 -0.164
H 1.8652 2.4334 0.0259 0.081
H 2.9292 3.2524 -0.9111 -0.007
O -0.8108 3.4434 1.4529 0.035
H -0.6898 2.6194 1.0829 -0.055
H -0.8698 4.0754 0.8589 -0.049
O -0.0538 -4.0236 1.0859 -0.117
H 0.6122 -3.3866 1.6289 0.089
H -0.3578 -3.7666 0.2619 -0.084
O -1.0028 2.6974 -2.5681 -0.111
H -0.6778 1.9664 -2.0291 -0.018
H -1.9928 2.4294 -2.4611 0.089
O -2.3368 -0.1056 2.2059 -0.136
H -2.7608 0.7894 2.4049 0.056
H -1.4468 0.1454 1.7919 0.002
O -0.9248 -0.7076 -2.5071 -0.142
H -0.4678 -0.4026 -1.5981 0.043
H -0.1948 -0.9716 -3.1401 0.081
O -0.8008 -3.3386 -1.7131 -0.094
H -1.7018 -3.8076 -1.5031 0.114
H -0.8248 -2.4046 -1.7601 -0.052
```

## Properties
HOMO-LUMO gap: 10.15 eV
spin multiplicity: 1
E_HOMO: -7.22 eV
total charge: -1
lowest unoccupied orbital energy: 0.10783 Ha


On energetic grounds, w is preferred over the next structure by 21.2 kcal/mol.


w.
ORCA calculation (ωB97M-V/def2-TZVPD) on one molecule with the formula C4HNO3.

Geometry as XYZ:
```
9
Properties=species:S:1:pos:R:3:lowdin_charge:R:1
O -2.4916 -1.1967 -1.1611 0.167
C -1.4919 -0.9516 -0.5246 -0.275
O -1.0135 -1.1934 0.7749 0.080
C 0.1474 -0.2440 0.6295 -0.076
C 1.2109 0.6965 0.8461 -0.050
O 1.6560 1.1624 -0.3261 -0.044
N 0.7348 0.6763 -1.4280 0.188
C -0.1902 0.0077 -0.6914 -0.135
H 1.4380 1.0429 1.8808 0.144
```

## Properties
HOMO-LUMO gap: 9.70 eV
spin multiplicity: 1
E_HOMO: -10.14 eV
SMILES: O=C1Oc2conc21
total charge: 0
lowest unoccupied orbital energy: -0.01616 Ha


x.
ORCA calculation (ωB97M-V/def2-TZVPD) on C4HNO3 as an isolated structure.

Geometry as XYZ:
```
9
Properties=species:S:1:pos:R:3:lowdin_charge:R:1
C 1.7286 0.1203 0.2333 -0.290
C -0.1663 -0.3281 0.4451 -0.205
C -1.4616 -0.4058 0.1324 0.001
C 0.4198 0.5799 -0.4750 -0.064
H -2.3213 -0.9650 0.5113 0.143
N -0.4681 1.1400 -1.3269 0.174
O 2.9019 0.2496 0.3656 0.194
O 1.0117 -0.8209 1.0621 0.107
O -1.6449 0.4298 -0.9479 -0.059
```

## Properties
HOMO-LUMO gap: 9.68 eV
spin multiplicity: 1
E_HOMO: -10.39 eV
total charge: 0
lowest unoccupied orbital energy: -0.02618 Ha


On energetic grounds, x is preferred over the next structure by 26.7 kcal/mol.


w.
ORCA calculation (ωB97M-V/def2-TZVPD) on C4H9N2O2 as an isolated structure.

Geometry as XYZ:
```
17
Properties=species:S:1:pos:R:3:lowdin_charge:R:1
N -1.0362 0.8554 3.4791 -0.014
C -1.5249 0.5288 2.0254 -0.315
C -0.3817 -0.2184 1.3374 -0.287
N -0.5103 -0.2555 -0.1055 -0.101
C 0.5077 -1.0220 -0.8208 -0.171
C 0.9968 -0.1950 -2.0438 -0.738
O 1.6648 -0.8799 -2.8460 -0.095
O 0.7329 1.0259 -2.0848 -0.082
H -1.8158 1.4067 3.8456 0.030
H -1.5485 -0.0828 3.2925 0.050
H -2.4775 0.0385 1.7852 0.113
H -1.4864 1.4860 1.4922 0.106
H 0.5373 0.3540 1.5362 0.116
H -0.2467 -1.2189 1.7658 0.113
H -0.4507 0.6951 -0.4619 0.077
H 0.1393 -2.0004 -1.1245 0.095
H 1.3646 -1.1697 -0.1496 0.101
```

## Properties
HOMO-LUMO gap: 7.51 eV
spin multiplicity: 1
E_HOMO: -4.09 eV
total charge: -1
lowest unoccupied orbital energy: 0.12566 Ha


x.
ORCA calculation (ωB97M-V/def2-TZVPD) on a 2-piece molecular cluster, C4H9N2O2 overall.

Geometry as XYZ:
```
17
Properties=species:S:1:pos:R:3:lowdin_charge:R:1
N -2.1536 -1.4020 -0.1168 0.114
C -0.8106 -1.1354 -0.0419 -0.037
C -0.4541 0.2345 -0.0191 -0.172
N 0.6227 0.9716 0.0470 0.125
C 1.7929 0.1216 0.2050 -0.295
C 3.0325 0.9574 0.1015 -0.560
O 4.1680 0.2752 0.2221 -0.272
O -4.1148 0.4894 -0.4081 -0.547
H -4.7498 0.7592 -1.0745 -0.158
H -2.7575 -0.5598 -0.3770 0.018
H -2.5247 -1.7432 0.7637 0.121
H -0.1849 -1.9824 0.1667 0.114
H -1.3762 0.8512 -0.1110 0.115
H 1.9094 -0.6854 -0.5288 0.114
H 1.7147 -0.3830 1.1835 0.123
H 2.9669 1.7446 0.8662 0.094
H 2.9191 1.4866 -0.8784 0.100
```

## Properties
HOMO-LUMO gap: 3.87 eV
spin multiplicity: 1
E_HOMO: -3.60 eV
total charge: -1
lowest unoccupied orbital energy: 0.00987 Ha


On energetic grounds, w is preferred over the next structure by 93.5 kcal/mol.


w.
ORCA calculation (ωB97M-V/def2-TZVPD) on a 5-piece molecular cluster, C3H13NO4 overall.

Geometry as XYZ:
```
21
Properties=species:S:1:pos:R:3:lowdin_charge:R:1
C 0.7549 1.5412 1.0313 -0.160
N 0.7864 0.3979 1.9301 0.073
C -2.4344 0.3614 -1.3037 0.255
C -2.6644 -0.1831 -0.0306 -0.237
O -1.7772 -0.7617 0.6855 0.010
H -0.1109 1.6037 0.3908 0.054
H 1.5501 1.4566 0.2882 0.058
H 0.8332 2.4787 1.6171 0.091
H -0.1898 0.2492 2.3512 0.114
H -3.0935 0.9866 -1.8703 0.085
H -1.4742 0.1836 -1.7208 0.040
H -3.6932 -0.0427 0.3720 0.125
H 1.0538 -0.4706 1.4561 0.031
H -0.3437 -1.8223 0.4946 -0.021
O 0.4768 -2.3566 0.5049 -0.111
H 1.0725 -0.3471 -2.7323 0.050
H 1.3311 -0.1466 -1.1687 -0.067
O 0.6809 -0.0375 -1.9014 -0.104
H 3.5044 -0.8169 -0.1992 0.046
H 1.2093 -1.7866 0.0941 0.010
O 2.5278 -0.4873 -0.2888 -0.342
```

## Properties
HOMO-LUMO gap: 3.33 eV
spin multiplicity: 1
E_HOMO: -8.60 eV
total charge: 0
lowest unoccupied orbital energy: -0.19400 Ha


x.
ORCA calculation (ωB97M-V/def2-TZVPD) on a 5-piece molecular cluster, C3H13NO4 overall.

Geometry as XYZ:
```
21
Properties=species:S:1:pos:R:3:lowdin_charge:R:1
C 0.3257 0.0200 -2.9802 -0.008
C 1.0592 -0.9984 -2.5578 -0.273
N 2.0187 -0.9832 -1.5646 -0.034
C 3.2022 -0.5498 -1.5303 -0.020
H 0.5621 1.0371 -2.6621 0.049
H -0.6085 0.0842 -3.5189 0.045
H 0.9070 -2.0239 -2.8926 0.105
H 3.6520 -0.6547 -0.5439 0.069
H 3.7747 -0.1733 -2.3765 0.081
O -4.8957 -1.5805 4.7463 -0.074
H -5.5188 -1.0867 4.1996 0.030
H -4.1221 -0.9946 4.6949 0.006
O 0.2698 -0.5995 2.0541 -0.049
H 0.3403 -0.3296 1.1317 0.037
H 0.6483 -1.4820 2.0995 0.046
O 1.4389 4.0034 -3.9870 -0.063
H 1.3899 4.9440 -3.7942 0.031
H 0.9428 3.8673 -4.7995 0.031
O -1.9618 -0.1722 4.0866 -0.051
H -1.5302 0.0189 3.2516 0.007
H -1.3738 -0.7368 4.5858 0.035
```

## Properties
HOMO-LUMO gap: 9.61 eV
spin multiplicity: 1
E_HOMO: -8.96 eV
SMILES: C=CN=C.O.O.O.O
total charge: 0
lowest unoccupied orbital energy: 0.02386 Ha


On energetic grounds, x is preferred over the next structure by 133.5 kcal/mol.


w.
ORCA calculation (ωB97M-V/def2-TZVPD) on one molecule with the formula CH5N3O3.

Geometry as XYZ:
```
12
Properties=species:S:1:pos:R:3:lowdin_charge:R:1
O 0.1053 -2.0046 -0.7387 -0.087
N -0.6944 -1.1594 0.0703 0.034
C -0.0386 0.0070 0.0313 -0.374
N 1.0881 0.2889 -0.8551 0.045
O 1.8659 1.1477 0.1263 -0.138
N -0.6388 1.1725 0.6194 0.003
O -2.0910 0.9482 0.7864 -0.048
H -0.2834 -2.7155 -0.2268 0.085
H 1.6407 -0.5430 -1.0012 0.097
H 1.7981 0.5199 1.0561 0.194
H -0.5010 2.0205 0.0394 0.142
H -2.2508 0.3177 0.0926 0.047
```

## Properties
HOMO-LUMO gap: 9.69 eV
spin multiplicity: 1
E_HOMO: -9.42 eV
SMILES: ON=C(NO)NO
total charge: 0
lowest unoccupied orbital energy: 0.01003 Ha


x.
ORCA calculation (ωB97M-V/def2-TZVPD) on a 2-piece molecular cluster, CH5N3O3 overall.

Geometry as XYZ:
```
12
Properties=species:S:1:pos:R:3:lowdin_charge:R:1
O 1.2078 4.3570 0.4865 0.110
N 0.6946 3.2787 0.3698 -0.487
O 1.2023 2.3685 -0.2443 0.035
O -0.4153 2.9778 1.0361 0.097
H -0.5647 2.0079 0.7635 0.048
H -1.5921 -0.5751 -0.3566 0.060
N -1.4499 0.3503 0.0132 0.126
N -0.3142 0.5431 0.2994 -0.171
C 0.6896 -0.4952 0.1298 -0.048
H 1.6317 -0.0464 -0.0391 0.065
H 0.7295 -1.0405 1.0357 0.079
H 0.4689 -1.2646 -0.5975 0.085
```

## Properties
HOMO-LUMO gap: 10.52 eV
spin multiplicity: 1
E_HOMO: -10.16 eV
SMILES: O=[N+]([O-])O.[H]/N=N\C
total charge: 0
lowest unoccupied orbital energy: 0.01328 Ha


On energetic grounds, x is preferred over the next structure by 13.9 kcal/mol.